[1]
Entry from OMol25: a molecular structure, C25H48Cl3N4O4PdSi (ωB97M-V/def2-TZVPD).

Last column: Löwdin charge in e.
Atoms and positions in Å:
C -1.51635 -2.07041 -3.48593  -0.051
C -1.10831 -3.07808 -2.46458  -0.230
H -1.21399 -2.38175 -4.49084  0.054
H -1.07553 -1.08479 -3.25993  0.042
H -2.61209 -1.94863 -3.49050  0.089
C -0.61300 -4.29623 -2.73520  -0.135
C -0.40792 -4.86352 -4.10080  -0.121
H -0.32691 -4.95565 -1.91125  0.099
H -0.62587 -4.15497 -4.90845  0.053
H -1.04380 -5.74569 -4.25409  0.064
H 0.62751 -5.20916 -4.22575  0.060
Pd -0.03317 0.16152 -0.06817  0.600
Cl -2.35969 0.43214 -0.02291  -0.050
Cl 0.07607 1.24029 -2.17759  -0.046
H 0.57847 4.68921 3.21694  0.086
H -1.46914 5.66039 2.08615  0.085
C 0.93360 4.33836 2.24054  -0.035
C -1.06173 5.29675 1.13317  -0.052
N -0.20824 4.14006 1.35686  -0.187
H 1.48013 3.39899 2.34499  0.083
C -0.40738 2.97402 0.75450  -0.312
O 0.36672 2.00318 0.98790  -0.165
H -1.88318 5.00976 0.47094  0.092
H -1.24727 2.88238 0.05219  0.079
H 1.58860 5.11283 1.82193  0.090
H -0.49071 6.11250 0.66988  0.086
H 1.60578 -1.64864 -3.35456  0.091
H 2.38832 -3.75833 -2.04739  0.087
C 2.41717 -1.06724 -2.88709  -0.061
C 3.24898 -3.11307 -1.79713  -0.057
N 2.82112 -1.72489 -1.65078  -0.176
H 2.06922 -0.04807 -2.68533  -0.006
C 2.73411 -1.16923 -0.43426  -0.298
O 2.18040 -0.06924 -0.17284  -0.140
H 3.68630 -3.44732 -0.84660  0.080
H 3.21916 -1.78703 0.35735  0.133
H 3.27629 -1.07152 -3.57970  0.084
H 3.99505 -3.19120 -2.60232  0.082
O -0.08080 -1.71158 -0.90211  -0.358
C -1.15989 -2.55242 -1.02185  -0.439
C 0.08259 -4.05274 0.63097  -0.041
C -1.12688 -3.63843 0.07704  -0.163
H 1.00601 -3.54698 0.32417  0.102
C 0.10901 -5.10014 1.55736  -0.099
H -2.09180 -1.97230 -0.91295  0.067
C -2.32938 -4.22474 0.49515  -0.036
H 1.06460 -5.41644 1.98339  0.089
C -1.08590 -5.73647 1.92555  -0.126
C -2.30459 -5.29888 1.38903  -0.109
H -3.26343 -3.83876 0.07267  0.116
H -1.06708 -6.57216 2.62596  0.083
H -3.24303 -5.78988 1.66813  0.090
Si -0.38594 4.71098 -5.54048  0.094
Cl -0.63536 3.19336 -6.94133  0.280
C 1.44830 4.77331 -5.17020  -0.222
C -1.45719 4.21965 -4.09195  -0.224
C -0.94495 6.31789 -6.34236  -0.230
H 1.79791 3.80109 -4.79963  0.034
H 1.66810 5.53509 -4.41106  0.029
H 2.01179 5.02307 -6.07997  0.026
H -0.33188 6.55085 -7.22377  0.025
H -0.85690 7.15640 -5.63794  0.027
H -1.99221 6.25314 -6.66554  0.025
H -1.12719 3.26199 -3.66110  -0.029
H -2.50148 4.11952 -4.42020  0.032
H -1.41789 4.98103 -3.30139  0.026
C -2.32341 -0.03718 3.18799  -0.095
N -1.17443 -0.09387 4.05807  -0.123
C -1.43298 0.15077 5.46883  -0.078
C 0.01921 -0.31923 3.43354  -0.449
O 0.01288 -0.64398 2.21454  -0.054
N 1.24199 -0.21032 4.04637  -0.127
C 1.56160 -0.08593 5.45068  -0.070
C 2.34598 -0.29274 3.12340  -0.061
H -3.21332 0.11440 3.80244  0.076
H -2.40810 -0.95027 2.59497  0.075
H -2.21367 0.78990 2.47482  0.019
H -1.14656 -0.70026 6.11055  0.089
H -0.96339 1.07768 5.83457  0.087
H -2.51978 0.26834 5.55732  0.076
H 2.10546 -0.97156 5.81862  0.091
H 2.18002 0.81176 5.62688  0.090
H 0.65362 0.01474 6.04028  0.034
H 2.37402 -1.27630 2.63454  0.087
H 2.24049 0.46728 2.33271  0.080
H 3.28749 -0.12606 3.65413  0.084

Atoms 1-3, force components in eV/Å:
-0.114 0.262 -0.261
0.269 -0.892 0.761
-0.087 0.233 0.098

Its relative energy (zero: lowest compared OMol25 entry of this formula, charge and spin) is 0.000 eV. For the HOMO-LUMO gap (spin up / spin down), the calculation gives 5.54 / 6.40 eV. The spin multiplicity is 3. Its molecular weight is 709.55 g mol⁻¹. As for the calculated total energy: -3299.4721 a.u. The value obtained for the HOMO energy (spin up / spin down) is -3.21 / -4.07 eV. The charge is -1. The maximum force comes out at 2.9 eV/A.


[2]
Entry from OMol25: 2 unconnected molecules or ions with the total composition C3H6BrCl3Si (ωB97M-V/def2-TZVPD).

Last column: Löwdin charge in e.
Atoms and positions in Å:
C -2.09994 0.46337 -0.23278  -0.135
C -0.70371 -0.23359 -0.52244  -0.407
C 0.45960 0.26745 0.28251  -0.935
Si 2.12967 -0.53447 0.21952  -0.796
Cl 2.77551 -0.60313 -1.68488  0.352
Cl 1.73375 -2.43714 0.82194  0.328
Cl 3.50614 0.38781 1.43976  0.304
Br 0.56636 2.20095 0.17197  0.685
H -2.94857 -0.24114 0.16155  0.104
H -1.83896 1.27502 0.46771  0.009
H -2.49418 0.96690 -1.12601  0.062
H -0.36353 0.04863 -1.55549  0.104
H -0.85066 -1.33525 -0.30670  0.107
H 0.12854 -0.22540 1.86333  0.217

Atoms 1-3, force components in eV/Å:
-0.042 -0.493 0.480
-0.987 -0.482 -0.455
-1.058 -0.578 4.366

Its relative energy (zero: lowest compared OMol25 entry of this formula, charge and spin) is 1.949 eV. For the HOMO-LUMO gap, the calculation gives 10.09 eV. The spin multiplicity is 1. Its molecular weight is 256.43 g mol⁻¹. As for the calculated total energy: -4362.0726 a.u. The value obtained for the HOMO energy is -9.96 eV. The maximum force comes out at 4.5 eV/A.


[3]
Entry from OMol25: a molecular structure, C5H15N2O (ωB97M-V/def2-TZVPD).

Last column: Löwdin charge in e.
Atoms and positions in Å:
C 1.14879 1.17896 -1.55328  -0.190
C 1.66525 -0.32436 -1.36887  -0.091
C 1.31681 -0.79766 -0.07606  -0.124
C 2.13580 -0.37737 1.07020  -0.081
N 1.61712 -0.11001 2.15478  0.189
C 0.12044 -1.56947 0.10517  0.021
N -0.25839 1.25191 -1.32048  0.036
H -8.81298 -1.47331 0.00833  0.000
H 1.71541 1.81430 -0.88077  0.119
H 2.75625 -0.32208 -1.50570  0.151
H 1.20034 -0.91991 -2.14595  0.141
H 3.18726 -0.15429 0.93696  0.156
H 2.27425 0.12240 2.88049  0.138
H 0.47834 0.54962 1.97148  -0.029
H 0.27140 -2.64061 0.05458  0.142
H -0.61220 -1.33216 -0.68237  0.129
H -0.30755 -1.34074 1.08204  0.107
H -8.72835 -0.81277 0.34155  0.000
H -0.66594 2.03588 -1.79250  0.092
H 1.35858 1.45147 -2.58306  0.133
H -0.98300 1.45894 2.11223  0.051
H -0.48523 1.31163 -0.32144  0.047
O -0.39240 0.99964 1.51268  -0.137

Atoms 1-3, force components in eV/Å:
-0.873 0.506 0.411
1.017 -0.648 -0.608
-0.273 0.198 -0.546

Its relative energy (zero: lowest compared OMol25 entry of this formula, charge and spin) is 4.930 eV. For the HOMO-LUMO gap, the calculation gives 6.46 eV. The spin multiplicity is 1. Its molecular weight is 119.19 g mol⁻¹. As for the calculated total energy: -383.8699 a.u. The value obtained for the HOMO energy is -13.36 eV. The charge is +1. The maximum force comes out at 3.4 eV/A.


[4]
Entry from OMol25: a single C3H6F3NO4S2 molecule (ωB97M-V/def2-TZVPD).

Last column: Löwdin charge in e.
Atoms and positions in Å:
C -1.97874 1.63113 0.47674  -0.139
C -1.67772 0.45202 -0.26764  -0.294
S -1.12829 -0.94894 0.43465  0.914
N -0.93947 -2.17211 -0.64153  -0.075
O -1.74483 -1.26532 1.68193  -0.284
O 0.89336 -1.13714 0.87413  -0.385
S 1.72162 -0.78717 -0.32782  0.561
O 0.95163 -0.61671 -1.52496  -0.315
O 2.85551 -1.66666 -0.55913  -0.253
C 2.37875 0.88044 0.10245  -0.641
F 2.97299 1.42361 -0.97481  0.141
F 1.30994 1.67984 0.46928  0.087
F 3.19291 0.92361 1.10326  0.196
H -2.76339 2.30909 0.00065  0.119
H -2.58882 1.31567 1.43892  0.132
H -1.17890 2.22295 0.60687  0.024
H -1.29368 0.68346 -1.17216  0.050
H -0.60442 -3.04330 -0.26713  0.096
H -0.37844 -1.88449 -1.45370  0.066

Atoms 1-3, force components in eV/Å:
-6.313 -0.565 2.752
0.416 -3.314 1.126
-1.534 1.762 -1.690

For the HOMO-LUMO gap, the calculation gives 8.97 eV. The SMILES is CC=[S@](N)(=O)OS(=O)(=O)C(F)(F)F. The spin multiplicity is 1. Its molecular weight is 241.21 g mol⁻¹. As for the calculated total energy: -1569.4584 a.u. The value obtained for the HOMO energy is -9.77 eV. The maximum force comes out at 6.9 eV/A.